ORCA calculation (ωB97M-V/def2-TZVPD) on 17 unconnected molecules or ions with the total composition C62H166N16O25 at a distorted geometry.

The electronic energy comes out at -141993.5089 eV. For the largest force on an atom, the calculation gives 7.3 eV/A. The calculation puts the HOMO energy at -8.1 eV. The HOMO-LUMO gap comes out at 0.3042 hartree.

The geometry in ORCA input format:
```
! wB97M-V def2-TZVPD RIJCOSX def2/J DEFGRID3
* xyz 0 1
C 10.91 10.16 6.14
O 10.43 9.07 5.93
N 11.37 11.02 5.24
N 10.91 10.73 7.33
H 11.80 11.86 5.59
H 11.05 10.85 4.30
H 10.43 10.38 8.14
H 11.13 11.71 7.42
C 10.21 9.07 2.55
O 10.00 10.32 2.68
N 10.18 8.22 3.46
N 10.55 8.41 1.50
H 10.56 7.30 3.31
H 10.03 8.56 4.40
H 10.28 7.45 1.68
H 10.33 8.89 0.63
C 0.92 14.76 4.79
O -0.05 14.76 5.52
N 0.97 14.55 3.50
N 1.98 14.27 5.32
H 0.02 14.43 3.18
H 1.80 14.49 2.93
H 1.88 14.01 6.29
H 2.74 14.00 4.71
C 5.04 14.56 3.05
O 4.04 13.88 3.03
N 6.07 14.47 3.81
N 5.20 15.61 2.27
H 6.81 15.00 3.37
H 6.24 13.56 4.21
H 6.11 16.04 2.26
H 4.48 15.78 1.59
C -0.09 10.05 -3.15
C -0.97 11.26 -3.66
O -0.24 12.41 -3.57
H 0.89 9.96 -3.63
H -0.47 9.04 -3.26
H 0.23 10.06 -2.11
H -1.72 11.24 -2.86
H -1.45 11.30 -4.64
H -0.75 13.14 -3.92
C 9.12 10.72 -1.46
C 7.75 10.89 -0.94
O 7.39 12.13 -1.38
H 9.26 10.75 -2.54
H 9.74 9.93 -1.03
H 9.65 11.62 -1.17
H 7.61 10.63 0.11
H 7.09 10.25 -1.53
H 7.25 12.13 -2.33
C 4.44 11.79 8.30
C 4.23 10.90 7.03
O 4.20 11.63 5.76
H 3.55 12.28 8.70
H 5.25 12.48 8.07
H 4.85 11.24 9.15
H 3.44 10.17 7.19
H 4.96 10.09 7.11
H 4.11 11.10 4.96
C -0.34 11.08 5.00
C 0.82 10.03 4.88
O 0.40 9.03 4.06
H -1.02 10.91 5.83
H -0.80 11.27 4.02
H 0.07 12.04 5.31
H 1.07 9.68 5.88
H 1.72 10.44 4.42
H 1.22 8.63 3.77
C 2.31 6.93 2.17
C 3.30 7.22 3.23
O 3.13 8.55 3.45
H 1.36 6.77 2.70
H 2.51 5.99 1.67
H 2.09 7.73 1.46
H 4.28 7.11 2.76
H 3.21 6.57 4.09
H 3.85 8.98 2.99
C 8.18 14.53 8.06
O 8.80 14.30 9.40
C 8.25 15.07 10.39
C 9.17 15.00 11.59
N 9.01 13.72 12.39
C 9.79 13.74 13.71
C 11.26 14.01 13.68
O 11.43 15.44 13.48
C 11.37 16.30 14.55
H 8.60 15.42 7.60
H 7.09 14.63 8.10
H 8.46 13.79 7.31
H 7.28 14.67 10.68
H 7.90 16.09 10.22
H 8.89 15.79 12.28
H 10.20 15.08 11.24
H 9.02 12.88 11.83
H 9.62 12.87 14.34
H 9.38 14.42 14.46
H 11.72 13.39 12.91
H 11.58 13.72 14.68
H 10.37 16.37 14.98
H 11.74 17.29 14.27
H 12.00 16.03 15.40
C 0.74 4.53 -3.64
O 1.78 5.47 -3.49
C 1.53 6.51 -2.51
C 2.39 7.74 -2.49
N 3.83 7.55 -2.17
C 4.87 8.55 -2.40
C 4.34 9.85 -3.08
O 5.41 10.78 -3.35
C 4.82 12.12 -3.56
H -0.21 4.99 -3.92
H 0.66 3.89 -2.75
H 0.94 3.94 -4.53
H 1.63 6.12 -1.50
H 0.49 6.83 -2.44
H 1.90 8.50 -1.88
H 2.53 8.22 -3.46
H 4.25 6.78 -2.69
H 5.58 8.13 -3.11
H 5.46 8.72 -1.49
H 3.58 10.26 -2.41
H 3.73 9.78 -3.97
H 4.33 12.25 -4.52
H 5.51 12.97 -3.60
H 4.24 12.42 -2.69
C 4.35 6.76 6.59
O 5.55 6.10 6.31
C 6.62 6.96 6.09
C 7.48 6.23 5.07
N 8.00 4.88 5.49
C 9.08 4.85 6.53
C 9.51 3.53 6.99
O 10.33 2.79 6.07
C 10.65 1.54 6.43
H 3.51 6.16 6.27
H 4.13 7.66 6.02
H 4.22 6.90 7.66
H 7.15 7.26 7.00
H 6.30 7.82 5.51
H 8.45 6.72 5.15
H 7.15 6.42 4.05
H 7.19 4.49 5.95
H 8.75 5.27 7.48
H 9.97 5.37 6.16
H 8.59 2.96 7.07
H 9.96 3.63 7.97
H 11.04 1.46 7.44
H 11.47 1.38 5.73
H 9.84 0.83 6.28
C 7.66 18.56 7.16
O 7.95 18.28 5.77
C 6.92 18.39 4.83
C 7.38 18.27 3.34
N 7.68 16.95 2.75
C 8.49 17.08 1.51
C 9.05 15.72 1.26
O 9.76 15.39 2.45
C 9.97 14.06 2.71
H 8.58 18.72 7.72
H 7.25 17.62 7.54
H 7.01 19.42 7.37
H 6.42 19.33 5.02
H 6.17 17.60 4.88
H 8.14 18.99 3.04
H 6.50 18.55 2.75
H 8.29 16.40 3.35
H 9.42 17.62 1.69
H 8.06 17.63 0.67
H 9.60 15.41 0.37
H 8.22 15.03 1.07
H 9.17 13.51 2.21
H 10.06 13.95 3.80
H 10.94 13.66 2.42
C -2.50 14.96 1.72
O -3.63 14.71 0.86
C -4.90 14.24 1.37
C -5.77 13.61 0.20
N -5.91 14.44 -0.99
C -4.78 14.23 -1.84
C -4.74 15.10 -3.08
O -3.38 14.92 -3.69
C -3.13 15.52 -4.93
H -2.88 15.59 2.52
H -1.65 15.24 1.10
H -2.20 13.95 2.00
H -5.30 15.12 1.87
H -4.76 13.54 2.20
H -6.75 13.57 0.67
H -5.67 12.52 0.15
H -5.75 15.42 -0.78
H -4.90 13.18 -2.10
H -3.82 14.36 -1.34
H -4.81 16.13 -2.73
H -5.57 14.92 -3.77
H -2.20 15.13 -5.35
H -2.94 16.58 -4.77
H -3.89 15.28 -5.67
C 8.04 12.32 4.80
O 6.78 11.95 4.12
C 6.62 10.70 3.60
C 5.83 10.72 2.33
N 4.44 11.12 2.55
C 3.80 11.20 1.21
C 2.24 10.90 1.30
O 1.52 12.10 0.86
C 0.07 11.90 0.78
H 7.98 12.04 5.85
H 8.07 13.41 4.84
H 8.97 11.88 4.45
H 6.23 10.02 4.36
H 7.60 10.29 3.36
H 5.83 9.75 1.83
H 6.19 11.48 1.63
H 4.52 12.00 3.03
H 4.15 10.52 0.43
H 3.92 12.22 0.83
H 2.07 10.73 2.36
H 2.00 10.00 0.73
H -0.47 12.58 0.12
H -0.38 11.98 1.78
H -0.18 10.92 0.39
C -1.07 2.08 3.98
O -2.04 2.84 3.27
C -3.08 2.09 2.71
C -4.12 2.94 1.97
N -3.40 3.88 1.10
C -4.15 4.97 0.61
C -3.28 6.03 0.01
O -2.82 6.81 1.05
C -2.30 8.07 0.61
H -0.07 2.35 3.66
H -1.12 1.00 3.89
H -1.02 2.28 5.05
H -3.64 1.70 3.55
H -2.57 1.33 2.11
H -4.79 3.45 2.65
H -4.76 2.38 1.28
H -2.49 4.12 1.47
H -4.73 5.37 1.44
H -4.87 4.66 -0.15
H -3.94 6.51 -0.71
H -2.48 5.58 -0.58
H -1.52 8.40 1.30
H -3.14 8.77 0.62
H -1.86 8.14 -0.38
C 1.23 15.84 0.39
O 1.84 17.15 0.59
C 2.21 17.34 1.89
C 3.23 18.45 2.05
N 2.44 19.55 1.56
C 3.06 20.86 1.85
C 2.37 22.04 1.17
O 2.47 21.87 -0.22
C 2.16 22.91 -1.22
H 1.06 15.58 -0.66
H 0.30 15.69 0.94
H 1.94 15.04 0.59
H 2.75 16.45 2.22
H 1.29 17.46 2.46
H 4.13 18.18 1.49
H 3.49 18.59 3.10
H 2.41 19.31 0.58
H 4.14 20.77 1.74
H 3.03 21.11 2.91
H 3.04 22.89 1.24
H 1.35 22.16 1.54
H 2.41 22.42 -2.16
H 2.68 23.84 -0.98
H 1.12 23.22 -1.15
*
```